(1)
DFT (ωB97M-V with the def2-TZVPD basis set) results for a 9-piece molecular cluster, C7H25NO8 overall at a distorted geometry.

The value obtained for the energy relative to the best compared isomer or geometry (same formula, charge and spin) is 4.118 eV. Its SMILES is C=Cc1cc(C)c[nH]1.O.O.O.O.O.O.O.O. Its total energy is -938.2536 hartree.

Each line ends with the natural charge from an NBO analysis.
Element x y z (Å)
H (2.903, -1.398, -1.699)  0.480
H (-3.616, -1.346, 0.858)  0.198
H (1.668, 0.277, 0.149)  0.529
H (-0.974, -1.652, 3.161)  0.502
O (-1.304, -2.975, 1.941)  -0.937
H (1.653, -1.217, -3.309)  0.492
H (-0.886, 3.244, 2.114)  0.478
O (0.709, 1.215, 1.106)  -1.030
H (1.871, 1.633, -1.231)  0.207
O (0.022, 3.507, 2.070)  -0.887
O (0.731, -1.009, -3.811)  -0.973
H (3.939, -2.034, -0.948)  0.457
O (2.319, -0.137, -0.488)  -1.017
C (1.375, 2.293, -1.884)  -0.353
O (2.270, -2.143, 1.582)  -0.947
H (0.650, -0.060, -4.091)  0.490
O (3.689, -1.971, -1.875)  -0.950
H (-4.001, 0.350, 1.732)  0.199
H (-0.157, -0.499, -1.780)  0.423
H (0.472, -0.982, 3.246)  0.482
C (-2.533, 0.327, -0.093)  -0.090
C (-1.823, -0.659, -0.907)  -0.102
H (-0.542, 2.910, -2.499)  0.202
H (2.203, -3.059, 1.846)  0.465
H (-1.844, -1.740, -0.614)  0.211
C (-0.006, 2.299, -1.813)  -0.223
H (3.129, 0.202, -0.153)  0.475
H (2.352, -2.104, 0.658)  0.480
H (-0.027, 3.743, 1.164)  0.475
H (1.929, 2.811, -2.542)  0.186
H (0.088, 0.709, 1.755)  0.512
H (-4.592, -0.168, 0.111)  0.207
H (-2.035, 2.394, 0.405)  0.183
H (0.595, 2.148, 1.496)  0.495
H (-0.547, -3.533, 1.714)  0.474
H (-1.960, -3.355, 1.387)  0.476
C (-1.852, 1.543, -0.240)  -0.272
C (-0.850, 1.424, -1.162)  0.051
C (-3.723, -0.237, 0.665)  -0.599
O (-0.486, -0.827, 3.287)  -0.987
N (-0.808, 0.075, -1.308)  -0.458

Forces on the atoms, in the same order (eV/Å):
0.628 -0.250 -0.484
0.210 1.282 0.107
0.011 -0.236 -0.300
0.509 0.101 -0.286
1.001 -0.499 0.133
-3.209 1.386 -2.176
-1.232 -0.551 1.118
-1.449 -0.272 2.811
0.581 -0.406 0.332
0.168 0.343 0.777
2.513 -0.173 1.444
0.684 -0.414 0.014
-1.319 -0.552 0.378
-4.868 -1.575 2.189
-0.220 0.174 2.268
0.791 -1.265 0.725
-1.065 0.503 0.415
0.985 -1.678 -2.725
1.475 0.574 -1.345
-0.594 -0.402 -0.080
-0.144 -3.249 -0.502
-2.724 2.170 4.660
-0.212 1.012 -0.526
0.130 -0.326 -0.088
0.385 1.203 -1.127
4.565 1.759 -2.143
1.409 0.379 0.345
-0.006 0.144 -2.023
0.758 1.096 -1.871
1.508 2.125 -2.221
1.443 0.625 -1.678
-1.902 0.384 -1.269
-0.377 0.281 -0.568
0.630 -1.598 -0.613
0.170 0.363 0.294
-1.363 -0.284 -0.601
-2.425 0.998 1.034
-1.320 -3.606 2.596
0.953 1.272 3.834
0.383 0.890 0.353
2.539 -1.730 -3.201

(2)
DFT (ωB97M-V with the def2-TZVPD basis set) results for a 19-piece molecular cluster, C29H68F7N21O40P2 overall at a distorted geometry.

Its total energy is -6685.3406 hartree.

Each line ends with the Löwdin charge.
Element x y z (Å)
O (-2.378, -4.378, 1.140)  -0.204
O (0.196, -7.235, -2.050)  0.061
N (-3.858, -8.237, -8.654)  -0.422
O (-9.202, 3.437, -4.240)  0.065
H (-1.938, -5.604, -0.715)  0.080
N (0.824, -1.517, 2.033)  0.136
N (-0.132, -0.056, 4.845)  0.217
N (-0.069, -6.328, -1.288)  -0.428
O (4.219, -4.384, -3.314)  0.056
O (5.121, 3.634, 4.978)  0.087
F (-4.577, 0.451, 3.300)  0.178
O (-1.355, -6.041, 3.002)  0.037
O (-1.991, 3.817, 8.562)  0.086
H (2.416, -5.460, -7.851)  0.106
H (-3.445, -0.686, -1.876)  0.079
H (-4.500, 2.266, 7.593)  0.077
H (-1.448, -2.614, 3.562)  -0.016
N (3.117, -4.853, -3.525)  -0.439
O (0.499, 0.832, 1.727)  -0.056
H (4.116, -4.946, -7.655)  0.066
H (2.305, 0.154, 0.783)  0.123
H (4.057, -0.589, -5.801)  0.101
H (4.338, 5.120, 6.704)  0.098
N (-4.331, 0.462, -3.401)  -0.419
O (0.168, 1.143, -5.239)  0.043
N (-1.252, -2.033, -0.543)  0.247
C (4.162, 8.788, -6.978)  0.026
H (2.672, 5.138, -2.296)  0.084
H (5.511, -1.272, -5.013)  0.098
H (-1.457, 3.738, 5.608)  0.107
H (0.429, 4.236, 9.754)  0.062
H (-0.147, 5.729, 1.500)  0.104
H (2.537, 1.743, 3.425)  0.080
H (2.810, 4.200, 6.812)  0.074
H (-2.335, 1.621, -5.715)  0.070
C (3.456, -5.715, -8.039)  0.050
H (-5.767, 2.887, 6.493)  0.106
H (2.117, 1.868, 1.033)  0.113
F (-3.478, 0.176, 0.751)  0.109
O (0.582, -6.029, -0.299)  0.033
H (-4.146, -8.226, -10.724)  0.103
O (6.015, -2.523, -6.998)  0.075
H (1.996, -6.598, -3.882)  0.085
C (-3.576, 1.243, 3.602)  -0.598
H (3.654, -6.588, -4.556)  0.066
C (-5.379, 2.012, 7.008)  0.035
N (3.930, 3.836, 5.086)  -0.414
C (-1.650, 3.032, 6.411)  0.053
O (3.896, -2.613, -7.412)  0.039
C (5.140, 0.088, 3.363)  -0.113
C (-1.497, -0.637, 1.674)  -0.361
H (-1.757, -5.886, -2.474)  0.043
C (-2.650, 1.651, 2.412)  -0.346
H (-6.401, 2.408, -3.916)  0.076
O (3.083, -7.957, -7.628)  0.069
N (4.856, -2.276, -6.741)  -0.440
H (0.175, -8.410, 1.969)  0.103
C (2.515, 5.052, -3.368)  0.045
O (-2.675, -7.187, -3.836)  0.057
N (-1.173, 3.646, 7.680)  -0.414
H (-1.092, 2.109, 6.264)  0.086
H (-3.668, -9.805, -10.022)  0.104
H (4.665, 1.934, 2.368)  0.105
C (4.817, 6.944, 10.532)  0.039
C (3.471, 4.759, 6.160)  0.048
O (2.146, 4.546, 1.753)  0.081
N (5.366, 8.081, 9.742)  -0.448
F (-3.297, 2.657, 1.794)  0.158
H (-3.274, -7.240, -6.351)  0.065
C (-1.412, -1.431, 0.384)  -0.253
O (1.545, 3.951, -0.237)  0.047
N (3.743, -6.986, -7.321)  -0.441
H (-5.335, -9.195, -9.804)  0.096
H (4.406, 0.434, 1.371)  0.105
F (-2.941, 0.718, 4.629)  0.140
H (3.398, -6.793, -2.792)  0.108
F (-1.745, 1.303, 0.302)  0.148
H (4.847, -0.976, 3.381)  0.071
N (-0.320, -6.688, 3.040)  -0.428
O (-4.685, -8.095, -7.770)  0.040
C (-0.012, -0.357, 2.191)  -0.517
H (-2.328, -0.077, -3.133)  0.105
H (-0.719, 4.467, 0.369)  0.097
H (-5.162, 1.209, 6.309)  0.088
H (5.045, 0.476, 4.390)  0.071
H (2.946, 5.581, 5.681)  0.110
H (1.454, 2.787, 9.987)  0.109
C (-7.401, 1.996, -4.009)  0.030
H (3.595, 8.186, -7.680)  0.093
N (-8.354, 3.011, -3.481)  -0.452
P (-2.416, -1.822, 2.878)  1.016
H (3.634, -5.885, -9.097)  0.105
H (-0.370, 4.044, 2.071)  0.081
C (1.343, 3.848, 10.194)  0.045
P (-3.510, -3.344, 1.718)  0.296
O (-5.321, -0.232, -3.305)  0.079
C (-3.183, 0.160, -2.504)  0.052
H (5.634, 6.526, 11.115)  0.106
C (4.570, -1.499, -5.503)  0.054
H (-0.028, -8.635, 3.738)  0.102
F (-1.566, 2.226, 2.937)  0.156
O (-7.496, 1.201, 7.427)  0.069
C (4.271, 0.904, 2.361)  -0.232
O (2.264, 5.387, 8.729)  0.051
O (2.084, -4.214, -3.602)  0.053
O (0.785, -6.231, 3.224)  0.079
H (-5.240, -2.514, 0.733)  0.097
O (-8.214, 3.341, -2.319)  0.056
O (-3.055, -5.100, -4.265)  0.064
N (-3.159, -6.289, -4.502)  -0.422
O (-2.704, -7.864, -8.603)  0.080
O (3.613, 4.229, 9.956)  0.050
H (6.194, 0.128, 3.038)  0.071
H (4.946, 8.200, -6.510)  0.093
H (-2.114, 1.292, -7.459)  0.097
N (-0.465, 0.836, -6.232)  -0.454
C (-2.319, 0.616, 1.304)  -0.439
O (-4.430, -4.104, 2.567)  -0.297
H (-4.763, -7.314, -5.367)  0.103
H (2.443, 4.010, -3.670)  0.103
C (-4.290, -8.922, -9.902)  0.055
O (3.523, 6.580, -4.793)  0.048
H (-4.306, -5.796, -6.194)  0.102
O (0.007, 3.932, 7.743)  0.039
H (-0.953, -4.481, -1.706)  0.084
H (-2.711, 2.831, 6.500)  0.060
O (4.627, 9.963, -8.920)  0.060
F (-4.132, 2.376, 4.056)  0.158
C (-0.420, -8.158, 2.843)  0.057
C (-0.096, 4.676, 1.233)  0.057
H (-1.463, -8.418, 2.691)  0.098
H (1.173, -1.639, 1.088)  0.109
O (-4.327, -2.719, 0.480)  -0.150
O (-0.213, -0.092, -6.972)  0.074
H (4.037, 7.341, 11.177)  0.105
C (-0.153, -0.203, 3.745)  -0.197
H (1.376, 4.046, 11.262)  0.105
N (3.706, 5.634, -4.046)  -0.444
C (1.921, 0.891, 1.512)  -0.161
H (-7.513, 1.098, -3.410)  0.089
C (2.773, 0.865, 2.797)  -0.179
H (-2.995, 1.045, -1.903)  0.093
H (0.384, -2.375, 2.346)  0.083
C (-1.650, 1.677, -6.558)  0.048
O (3.062, 3.345, 4.385)  0.025
O (-6.179, 1.490, 9.117)  0.074
O (4.778, 5.123, -3.806)  0.079
H (1.635, 5.605, -3.676)  0.093
H (-7.642, 1.799, -5.048)  0.099
C (3.031, -6.329, -3.703)  0.053
H (2.606, -0.068, 3.357)  0.100
O (5.857, 8.999, 10.368)  0.060
H (-1.667, -4.327, 1.803)  0.022
H (3.940, -2.116, -4.867)  0.081
H (4.417, 6.209, 9.849)  0.043
N (1.318, 4.366, 0.888)  -0.437
O (-4.195, 1.395, -4.176)  0.038
H (3.507, 9.230, -6.232)  0.098
O (4.617, -6.962, -6.472)  0.042
O (5.491, 10.671, -7.070)  0.061
N (4.814, 9.901, -7.721)  -0.454
C (-1.278, -5.510, -1.572)  0.040
H (-1.297, 2.694, -6.709)  0.102
N (2.502, 4.547, 9.574)  -0.418
N (-6.441, 1.526, 7.932)  -0.449
O (5.285, 8.013, 8.531)  0.063
C (-3.940, -6.692, -5.705)  0.029

Forces on the atoms, in the same order (eV/Å):
-0.900 2.057 -0.050
0.190 0.051 0.206
-0.158 -0.100 -0.107
0.084 0.012 0.205
0.118 0.119 0.043
0.286 0.275 -0.362
-0.091 0.713 5.279
-0.177 0.183 -0.067
-0.189 0.087 -0.079
-0.223 -0.108 -0.127
-0.370 -0.543 -0.858
0.260 0.021 0.057
0.259 0.048 0.014
-0.001 -0.079 -0.087
-0.057 0.011 -0.093
-0.120 -0.030 0.118
0.086 0.138 -0.775
-0.111 -0.172 0.044
-0.207 -0.639 -0.899
-0.007 -0.065 -0.020
-0.607 0.007 0.359
-0.107 -0.106 -0.019
-0.002 -0.048 -0.059
0.091 -0.170 0.152
-0.048 -0.070 -0.102
0.464 -2.280 -3.633
-0.088 -0.164 -0.071
0.076 -0.155 -0.033
0.010 -0.078 -0.092
0.136 -0.043 0.035
0.320 -0.038 0.171
0.072 -0.057 0.097
0.059 -0.838 -0.418
-0.114 0.002 -0.174
0.075 0.105 0.030
0.128 0.208 0.038
-0.055 -0.109 -0.070
-0.463 -0.416 0.131
-0.560 0.011 0.607
-0.016 -0.202 -0.085
0.128 -0.045 0.032
-0.216 -0.061 -0.095
0.011 0.099 0.083
-0.709 0.571 0.724
0.125 0.015 0.174
0.200 0.070 0.034
0.033 0.196 0.137
-0.054 -0.140 -0.090
0.168 0.007 0.051
-0.021 0.092 -0.411
0.680 -1.242 -1.673
0.341 0.024 0.359
-0.790 0.532 -0.020
-0.029 -0.056 0.093
0.150 0.068 0.148
0.095 0.103 0.126
0.091 0.057 0.083
-0.227 0.071 0.027
-0.171 0.249 -0.212
-0.196 -0.110 -0.253
0.088 0.078 -0.076
0.081 0.108 -0.036
-0.333 -0.318 -0.317
-0.043 -0.025 -0.068
0.280 0.074 0.075
-0.084 -0.075 -0.203
-0.022 -0.006 0.007
-0.431 -0.094 -0.518
0.127 -0.046 0.205
0.049 3.474 4.393
0.055 0.050 0.123
0.015 0.079 -0.116
0.047 0.053 0.088
-0.098 0.404 0.192
0.810 -0.251 0.187
0.077 0.052 -0.048
0.633 0.173 0.142
0.000 0.373 -0.057
0.116 -0.013 0.004
-0.035 -0.248 -0.650
-0.299 -0.666 2.199
0.005 0.109 0.018
0.097 -0.032 -0.002
-0.134 0.041 -0.030
0.125 -0.029 -0.388
-0.098 -0.097 0.023
0.078 0.029 0.085
-0.083 -0.034 -0.148
0.056 0.081 -0.037
-0.054 -0.011 -0.115
-1.249 0.945 0.754
-0.114 -0.065 0.027
0.093 0.091 0.049
-0.326 0.166 0.281
-0.222 -2.516 -0.636
0.098 0.214 -0.144
0.044 -0.191 0.151
-0.039 0.106 0.064
0.069 0.088 0.180
0.108 0.048 -0.066
0.689 -0.476 0.313
0.156 0.048 0.077
0.108 -0.531 1.171
0.284 0.093 0.241
0.222 0.073 0.009
-0.220 0.065 -0.024
0.137 -0.236 0.109
-0.050 -0.006 -0.154
0.088 -0.195 0.107
-0.276 -0.013 -0.189
-0.176 -0.002 0.093
-0.154 -0.090 -0.200
-0.322 0.019 0.349
-0.048 0.097 0.111
0.102 -0.058 0.031
-0.018 -0.056 -0.128
-0.097 -0.472 -0.040
-0.052 0.769 0.826
0.141 -0.109 0.009
0.093 -0.007 0.112
-0.212 -0.113 -0.078
0.109 -0.111 0.061
0.064 0.000 0.065
-0.423 -0.046 -0.351
0.008 -0.012 0.200
0.041 0.064 0.068
0.089 0.076 0.169
0.125 0.530 0.019
-0.225 -0.180 -0.057
-0.211 0.003 -0.137
0.023 0.111 0.018
-0.205 0.048 0.027
1.371 0.258 0.136
0.056 0.125 0.199
0.133 0.056 0.069
0.369 -0.707 -6.198
0.201 -0.118 0.009
-0.049 0.020 -0.017
1.466 0.771 0.271
0.089 0.083 0.061
0.146 -0.076 -0.737
0.049 0.037 -0.143
0.094 0.106 0.034
-0.185 0.007 -0.139
0.284 0.368 0.265
-0.094 -0.021 -0.170
-0.113 0.120 -0.097
0.099 0.031 -0.054
-0.045 0.069 0.049
-0.194 -0.138 -0.075
-0.062 0.314 -0.153
-0.051 -0.080 -0.155
0.124 -0.657 -0.285
-0.058 0.041 -0.070
0.108 0.097 -0.084
-0.041 0.102 -0.011
-0.090 -0.153 0.034
0.140 -0.010 0.072
-0.155 -0.182 -0.117
-0.083 -0.072 -0.136
-0.057 -0.024 -0.082
-0.175 -0.070 -0.411
0.002 -0.020 0.127
-0.351 -0.149 0.133
-0.025 -0.021 0.130
0.060 0.095 0.158
0.110 0.360 0.349

(3)
DFT (ωB97M-V with the def2-TZVPD basis set) results for an isolated ion of composition C24H34ClN2O3 and charge +1 at a distorted geometry.

The value obtained for the energy relative to the best compared isomer or geometry (same formula, charge and spin) is 0.085 eV. Its SMILES is CCc1ccc(OCCOC[C@@H](O)C[NH+]2CCN(Cc3ccc(Cl)cc3)CC2)cc1. Its charge is +1. Its total energy is -1730.1196 hartree.

Each line ends with the natural charge from an NBO analysis.
Element x y z (Å)
H (-2.448, -2.636, -1.448)  0.218
O (3.468, -0.586, 0.489)  -0.570
H (-5.075, -0.831, -1.549)  0.232
H (2.604, 2.105, 2.360)  0.231
H (-2.530, -3.946, 1.988)  0.214
H (-2.824, 0.041, -2.100)  0.227
H (2.119, 0.574, 0.375)  0.486
C (0.874, -2.276, -0.947)  0.347
C (1.606, 2.148, -0.848)  -0.256
H (4.912, 2.221, 1.709)  0.202
H (-1.496, 0.688, 0.832)  0.248
H (-5.698, 2.481, 1.073)  0.235
C (-1.612, 2.239, -1.176)  -0.246
H (4.012, 0.011, 2.337)  0.206
H (-0.375, -2.053, -2.658)  0.230
H (-2.626, -1.507, 2.473)  0.195
C (-3.809, 2.427, 0.063)  -0.219
C (-3.461, 0.572, -1.411)  -0.222
Cl (-7.075, 0.154, 0.204)  0.028
H (1.858, -2.570, 0.948)  0.225
H (5.358, -0.137, 1.191)  0.196
C (-0.353, -2.295, -1.608)  -0.277
H (3.969, -0.174, -1.484)  0.192
H (0.582, 1.070, 2.171)  0.227
C (-5.068, 1.948, 0.379)  -0.226
C (-0.241, -2.931, 1.074)  -0.148
N (-0.663, 1.151, -1.003)  -0.446
H (3.261, -3.019, -0.578)  0.196
H (3.783, -2.540, -2.210)  0.209
H (-1.590, 2.531, -2.229)  0.218
O (4.555, 2.023, -0.321)  -0.732
H (-0.162, -0.350, 0.321)  0.237
C (0.926, -2.593, 0.404)  -0.355
H (0.110, 2.546, 1.301)  0.216
C (-4.713, 0.080, -1.099)  -0.220
H (-3.522, -1.235, 0.974)  0.207
C (-2.732, -3.242, 1.179)  -0.421
C (-3.320, -1.955, 1.765)  -0.595
C (-2.995, 1.748, -0.832)  0.033
C (-1.505, -2.620, -0.924)  -0.186
H (2.576, 2.191, -1.342)  0.257
C (4.320, 0.195, 1.304)  -0.094
C (0.616, 1.287, -1.650)  -0.238
C (4.021, -0.996, -0.761)  -0.090
H (-0.187, -3.185, 2.122)  0.209
C (-1.468, -2.945, 0.428)  -0.035
O (1.950, -1.874, -1.708)  -0.533
C (3.258, -2.206, -1.308)  -0.088
H (-1.375, 3.130, -0.573)  0.163
C (0.467, 1.520, 1.185)  -0.236
N (1.779, 1.558, 0.501)  -0.406
H (-3.465, 3.346, 0.516)  0.213
H (1.038, 0.286, -1.784)  0.225
H (2.788, 3.317, 1.076)  0.238
H (5.506, 1.958, -0.460)  0.495
C (4.229, 1.712, 1.015)  0.057
H (-3.463, -3.694, 0.507)  0.214
C (-5.515, 0.771, -0.200)  -0.039
H (-4.251, -2.169, 2.283)  0.221
H (1.222, 3.164, -0.729)  0.214
C (-0.518, 0.683, 0.349)  -0.268
H (5.069, -1.285, -0.621)  0.190
C (2.818, 2.248, 1.300)  -0.234
H (0.479, 1.728, -2.637)  0.230

Forces on the atoms, in the same order (eV/Å):
-0.155 -0.003 -0.087
-0.149 -0.077 -0.058
-0.066 -0.105 -0.043
-0.083 -0.029 -0.096
-0.036 -0.080 -0.057
0.072 -0.108 -0.089
-0.158 0.270 0.038
-0.203 -0.004 -0.059
-0.188 0.046 -1.034
-0.165 -0.062 0.005
0.079 -0.061 0.108
-0.091 0.026 0.075
-0.041 -0.046 -0.009
0.097 0.028 -0.015
-0.007 0.033 -0.169
0.066 0.078 0.086
0.110 -0.077 -0.136
-0.051 0.126 0.069
-0.121 -0.061 0.032
0.076 0.005 0.008
-0.063 0.013 0.027
0.330 0.054 0.017
0.060 -0.098 0.079
0.149 0.045 -0.019
-0.181 -0.131 0.011
-0.106 -0.012 -0.126
-0.065 -0.010 -0.199
0.014 0.016 -0.078
-0.005 0.001 0.137
0.085 0.076 0.037
0.044 0.065 -0.223
-0.036 0.007 0.103
0.312 0.004 -0.103
0.170 0.027 0.013
-0.102 0.041 0.000
-0.023 0.100 -0.038
-0.035 0.241 0.088
-0.047 -0.222 -0.017
-0.053 0.126 0.051
0.144 0.004 0.115
-0.072 0.003 0.152
0.258 0.441 0.123
0.106 0.142 0.124
-0.236 -0.427 -0.514
-0.005 -0.043 0.132
-0.031 -0.123 0.085
-0.301 0.096 0.033
0.531 0.216 0.274
-0.050 0.046 -0.062
-0.952 -0.288 0.113
0.172 -0.368 0.052
0.057 0.097 0.054
0.099 0.058 -0.044
-0.129 -0.104 0.021
0.010 -0.007 0.037
-0.232 -0.409 0.400
0.004 -0.102 0.022
0.216 0.138 -0.014
-0.124 0.070 0.089
0.074 -0.030 0.156
0.109 0.018 0.169
-0.024 0.042 0.009
0.856 0.282 0.145
0.086 0.004 0.001